*one*
The molecule C3H7N5, computed with ωB97M-V with the def2-TZVPD basis set.

Structure (XYZ):
```
15
C3H7N5 | the OMol25 dataset | ωB97M-V with the def2-TZVPD basis set
N 2.809 0.418 0.133
C 1.578 -0.353 -0.206
C 0.166 -0.015 -0.233
N -0.200 1.155 0.098
N -1.437 1.547 -0.182
C -2.311 0.588 -0.146
N -1.999 -0.747 0.365
N -0.695 -1.043 -0.256
H 2.739 0.653 1.203
H 2.796 1.335 -0.482
H 1.410 -1.112 0.635
H 1.569 -0.824 -1.107
H -3.378 0.808 -0.321
H -2.067 -0.759 1.480
H -0.980 -1.652 -0.980
```

Computed properties:
- Kohn-Sham gap (eV) = 9.491
- total charge = 0
- SMILES string = NCC1=NN=CNN1



*two*
The molecule C3H7N5, computed with ωB97M-V with the def2-TZVPD basis set.

Structure (XYZ):
```
15
C3H7N5 | the OMol25 dataset | ωB97M-V with the def2-TZVPD basis set
H 1.016 -2.078 -0.610
N 1.721 -1.471 -0.384
C 1.327 -0.363 -0.027
N 2.316 0.633 0.281
N -0.044 -0.072 0.126
C -1.085 -0.920 0.448
N -2.402 -1.014 -0.279
H -2.879 -1.792 0.253
N -0.064 1.467 -0.072
C -1.225 1.804 -0.192
H 2.103 1.519 -0.246
H 3.193 0.105 -0.189
H -0.526 -1.789 0.972
H -1.447 2.935 -0.251
H -2.005 1.034 0.170
```

Computed properties:
- Kohn-Sham gap (eV) = 8.906
- total charge = 0
- SMILES string = [H]/N=C(/N)N(/C=N/[H])N=C



*three*
The molecule C3H7N5, computed with ωB97M-V with the def2-TZVPD basis set.

Structure (XYZ):
```
15
C3H7N5 | the OMol25 dataset | ωB97M-V with the def2-TZVPD basis set
H 0.542 1.202 3.199
N 0.232 0.305 2.386
C -0.222 0.554 1.300
N -0.801 1.616 0.638
C -0.834 1.551 -0.723
N 0.013 0.380 -0.987
N -0.548 -0.161 -2.215
N -0.223 -0.358 0.228
C 1.024 -1.223 0.448
H -1.519 2.151 -1.272
H 0.169 -1.071 -2.468
H -1.546 -0.528 -1.849
H 0.624 -1.898 1.244
H 1.072 -1.748 -0.682
H 2.017 -0.771 0.752
```

Computed properties:
- Kohn-Sham gap (eV) = 9.095
- total charge = 0
- SMILES string = [H]/N=c1\ncn(N)n1C



*four*
A structure of composition C3H7N5, computed with ωB97M-V with the def2-TZVPD basis set.

Structure (XYZ):
```
15
C3H7N5 | the OMol25 dataset | ωB97M-V with the def2-TZVPD basis set
C -1.027 0.471 0.033
C -0.478 1.741 -0.251
C 1.298 0.196 -0.097
H -2.297 -1.147 -0.076
H -2.772 0.100 1.306
H -0.716 2.816 -0.161
H 1.694 2.343 -0.075
H 2.263 -1.176 0.295
H 0.156 -2.247 -1.199
H 0.742 -2.120 0.488
N -2.352 -0.112 0.092
N 0.915 1.534 -0.181
N 2.458 -0.191 0.315
N 0.033 -0.440 -0.237
N 0.084 -1.767 -0.253
```

Computed properties:
- Kohn-Sham gap (eV) = 7.787
- total charge = 0



It turns out *four* is the most stable, with the second structure 0.760 eV higher.



*one*
The molecule C3H7N5, computed with ωB97M-V with the def2-TZVPD basis set.

Structure (XYZ):
```
15
C3H7N5 | the OMol25 dataset | ωB97M-V with the def2-TZVPD basis set
H -4.063 -0.221 -0.306
N -2.987 0.185 -0.109
C -2.120 -0.862 -0.174
N -0.914 -0.683 0.225
N -0.692 0.592 0.402
C 0.384 1.275 -0.113
N 1.665 0.936 -0.226
N 1.869 -0.447 0.003
C 3.148 -0.806 -0.023
H -2.401 -2.011 -0.535
H -0.200 -1.400 -0.134
H -1.627 1.149 0.673
H 0.015 2.387 -0.133
H 3.768 0.139 -0.256
H 3.456 -1.758 0.487
```

Computed properties:
- Kohn-Sham gap (eV) = 8.765
- total charge = 0
- SMILES string = [H]/N=C/NN/C=N\N=C



*two*
The molecule C3H7N5, computed with ωB97M-V with the def2-TZVPD basis set.

Structure (XYZ):
```
15
C3H7N5 | the OMol25 dataset | ωB97M-V with the def2-TZVPD basis set
H 1.872 3.498 -0.044
N 0.981 3.104 -0.060
C 0.965 1.873 0.095
N 2.092 1.031 0.338
N 1.712 -0.112 -0.085
N 0.507 -0.216 -0.377
C -0.141 -1.480 0.291
C -1.635 -1.561 -0.281
N -0.121 0.955 0.077
H 0.073 -1.440 1.443
H 0.579 -2.310 0.025
H -1.664 -1.743 -1.339
H -2.072 -2.358 0.190
H -2.134 -0.602 -0.030
H -1.013 1.362 -0.245
```

Computed properties:
- Kohn-Sham gap (eV) = 9.646
- total charge = 0
- SMILES string = [H]/N=c1\nnn(CC)[nH]1



It turns out *two* is the most stable, with the second structure 1.770 eV higher.



*one*
A structure of composition C3H7N5, computed with ωB97M-V with the def2-TZVPD basis set.

Structure (XYZ):
```
15
C3H7N5 | the OMol25 dataset | ωB97M-V with the def2-TZVPD basis set
C -1.137 -0.932 -0.613
C 0.363 0.998 -0.231
C 1.564 -0.688 1.107
H -2.534 1.710 -0.200
H -1.609 2.178 -1.878
H -2.251 -0.976 -1.223
H -0.511 -2.607 -0.080
H 0.471 2.222 -0.323
H 0.699 -1.226 1.640
H 3.687 -0.298 1.392
N -1.903 1.162 -1.155
N -0.822 0.428 -0.599
N -0.199 -1.618 0.120
N 1.415 0.552 0.316
N 2.768 -0.905 1.728
```

Computed properties:
- Kohn-Sham gap (eV) = 8.919
- total charge = 0



*two*
The molecule C3H7N5, computed with ωB97M-V with the def2-TZVPD basis set.

Structure (XYZ):
```
15
C3H7N5 | the OMol25 dataset | ωB97M-V with the def2-TZVPD basis set
N 1.495 -0.681 -0.989
N 2.108 -0.341 0.296
C -0.958 -0.959 -0.086
C 1.139 0.584 -0.138
C -0.494 0.145 0.449
N -1.945 -1.459 -0.786
N -0.781 0.899 1.516
N 1.308 1.870 -0.282
H 1.890 -0.474 -1.902
H 1.965 -0.841 1.167
H -2.719 -0.899 -1.129
H -1.975 -2.452 -0.976
H -1.429 0.558 2.210
H -0.246 1.760 1.577
H 0.643 2.289 -0.928
```

Computed properties:
- Kohn-Sham gap (spin up / spin down) (eV) = 7.517 / 7.516
- total charge = 0



It turns out *two* is the most stable, with the second structure 0.741 eV higher.



*one*
A cluster of 2 separate species, C2H8NO in total, computed with ωB97M-V with the def2-TZVPD basis set.

Structure (XYZ):
```
12
C2H8NO | the OMol25 dataset | ωB97M-V with the def2-TZVPD basis set
C -0.285 -1.695 0.756
O -0.442 -0.358 1.268
H -1.086 -2.346 1.073
H -0.257 -1.635 -0.374
H 0.659 -2.126 0.999
H -0.262 -0.384 2.227
C 0.810 1.089 -1.593
N -0.036 1.229 -0.635
H 1.570 0.279 -1.431
H 0.855 1.644 -2.547
H -0.723 1.980 -0.759
H -0.122 0.486 0.135
```

Computed properties:
- Kohn-Sham gap (eV) = 10.773
- total charge = +1



*two*
A cluster of 2 separate species, C2H8NO in total, computed with ωB97M-V with the def2-TZVPD basis set.

Structure (XYZ):
```
12
C2H8NO | the OMol25 dataset | ωB97M-V with the def2-TZVPD basis set
N 1.498 1.128 -0.416
H 0.567 0.939 -0.877
H 1.916 0.215 -0.190
H 1.356 1.632 0.444
H 2.164 1.645 -0.983
C -1.014 -0.797 1.292
C -1.131 -1.136 0.024
O -0.771 -0.173 -0.945
H -1.120 -1.460 2.138
H -0.591 0.160 1.561
H -1.411 -2.067 -0.445
H -1.464 -0.085 -1.605
```

Computed properties:
- Kohn-Sham gap (eV) = 10.080
- total charge = +1



*three*
A cluster of 2 separate species, C2H8NO in total, computed with ωB97M-V with the def2-TZVPD basis set.

Structure (XYZ):
```
12
C2H8NO | the OMol25 dataset | ωB97M-V with the def2-TZVPD basis set
O 1.742 1.482 0.248
H 1.741 2.386 -0.079
H 2.589 1.346 0.694
H -0.187 -2.482 -0.808
C -0.850 -1.621 -0.852
C -0.291 -0.538 -0.040
N -0.923 0.344 0.628
H -1.048 -1.379 -1.897
H -1.848 -1.881 -0.480
H 0.782 -0.428 -0.010
H -1.930 0.470 0.665
H -0.430 1.110 1.076
```

Computed properties:
- Kohn-Sham gap (eV) = 11.574
- total charge = +1



It turns out *three* is the most stable, with the second structure 0.713 eV higher.